(1)
Here is a 3-piece molecular cluster, C5H8O2 overall from the Open Molecules 2025 dataset. Energies are from ωB97M-V with the def2-TZVPD basis set.

```
15
C5H8O2, DFT ωB97M-V with the def2-TZVPD basis set
H -1.24 1.40 -1.83
C 0.56 -0.38 1.42
C 1.33 0.43 0.68
H -2.17 1.12 0.16
O 0.59 1.15 -1.00
C 1.54 -1.03 0.51
C -1.83 0.10 -0.07
H -2.35 -0.43 -0.88
H 0.23 -0.49 2.44
H 1.93 1.32 0.80
H -0.42 -0.26 -2.08
C -0.46 0.69 -1.52
H 2.44 -1.50 0.92
H 1.17 -1.51 -0.40
O -1.31 -0.60 0.84
```

The calculation puts the gap between HOMO and LUMO (alpha / beta) at 0.2763 / 0.2764 Ha. As for the SMILES: C1=CC1.C=O.C=O. As for the spin multiplicity: 1. Its highest occupied orbital energy (alpha / beta) is -8.00 / -8.01 eV. The largest force on an atom is 0.29 eV/Å.

Charges obtained by natural (NBO) population analysis, quoted in units of e:
1 H 0.17
2 C -0.08
3 C -0.07
4 H 0.14
5 O -0.51
6 C -0.44
7 C 0.07
8 H 0.16
9 H 0.23
10 H 0.23
11 H 0.14
12 C 0.06
13 H 0.20
14 H 0.20
15 O -0.51

***

(2)
Here is a 4-piece molecular cluster, C23H18IN2O7 overall from the Open Molecules 2025 dataset. Energies are from ωB97M-V with the def2-TZVPD basis set.

```
51
C23H18IN2O7, DFT ωB97M-V with the def2-TZVPD basis set
C 3.19 0.13 2.90
C -2.59 -1.10 0.08
C -2.75 -2.06 2.78
H 2.28 0.63 -0.14
C -3.97 -0.39 -0.43
C 2.94 -1.18 2.91
N -2.74 -1.21 3.97
O 1.32 -2.88 3.05
H 3.72 -1.92 2.81
O 2.33 2.31 3.04
O 1.19 0.89 -3.56
C -0.72 1.57 -2.38
C 1.72 -2.21 -2.08
H -1.65 -0.56 -0.33
H -0.06 1.34 3.28
H 0.70 2.69 -5.36
N -2.54 0.37 2.16
H 3.16 -3.15 -3.32
C -2.63 -1.00 1.67
C 0.47 -0.70 3.18
I -2.94 -4.20 2.50
C 1.56 -1.69 3.05
H -2.48 2.35 -1.50
C 2.51 -0.17 -0.83
C 2.11 1.12 3.04
H -4.94 -0.99 -0.24
C -1.77 2.39 -2.31
H -2.81 -1.57 4.94
C 1.42 -1.11 -1.14
H -2.55 -2.20 -0.25
O -4.01 0.75 -0.96
O 5.12 -1.53 -2.83
C 4.02 -1.40 -2.32
H -2.48 1.25 1.61
C -0.01 2.65 -4.55
H 0.90 -2.90 -2.29
H -2.64 1.08 4.31
C -2.02 3.40 -3.36
C 2.92 -2.35 -2.63
C 3.72 -0.30 -1.38
H -0.52 -1.10 3.29
H 4.53 0.38 -1.17
H -0.52 0.82 -1.62
O 0.31 -0.99 -0.63
C -1.06 3.47 -4.48
C -2.64 0.19 3.60
C 0.24 1.64 -3.50
H -1.26 4.22 -5.24
C 0.73 0.60 3.18
O -2.98 4.15 -3.30
H 4.20 0.52 2.80
```

The net charge is +1. The calculation puts the gap between HOMO and LUMO at 0.2916 Ha. As for the spin multiplicity: 1. Its highest occupied orbital energy is -12.16 eV. The largest force on an atom is 7.65 eV/Å.

Charges obtained by natural (NBO) population analysis, quoted in units of e:
1 C -0.22
2 C -0.57
3 C -0.07
4 H 0.22
5 C 0.43
6 C -0.23
7 N -0.53
8 O -0.48
9 H 0.25
10 O -0.47
11 O -0.52
12 C -0.26
13 C -0.24
14 H 0.30
15 H 0.21
16 H 0.24
17 N -0.51
18 H 0.24
19 C 0.17
20 C -0.22
21 I 0.38
22 C 0.48
23 H 0.24
24 C -0.26
25 C 0.46
26 H 0.15
27 C -0.21
28 H 0.48
29 C 0.54
30 H 0.27
31 O -0.51
32 O -0.45
33 C 0.46
34 H 0.49
35 C -0.24
36 H 0.23
37 H 0.28
38 C 0.46
39 C -0.19
40 C -0.18
41 H 0.20
42 H 0.24
43 H 0.22
44 O -0.60
45 C -0.21
46 C 0.23
47 C 0.49
48 H 0.24
49 C -0.22
50 O -0.47
51 H 0.24